## a
C3H6O2 | ωB97M-V/def2-TZVPD

The orbital gap is 10.72 eV. As for the LUMO energy: 0.380 eV. The calculation puts the molar mass at 74.1 g mol⁻¹. As for the HOMO energy: -10.34 eV.

```
! wB97M-V def2-TZVPD RIJCOSX def2/J DEFGRID3
* xyz 0 1
H -1.96 1.43 1.16
O -0.90 0.25 -0.09
H 1.38 -1.46 -1.74
H -0.31 1.03 1.81
C -1.21 0.60 1.29
H -1.70 -0.28 1.74
H -0.30 0.18 -2.60
C 0.80 -0.20 -1.62
C 0.34 -0.27 -0.26
O 1.09 -0.58 0.69
H 1.85 0.89 -1.60
*
```

---

## b
C3H6O2 | ωB97M-V/def2-TZVPD

The orbital gap is 11.22 eV. As for the LUMO energy: 0.843 eV. The structure (SMILES) is O=CO.C=C. The calculation puts the molar mass at 74.1 g mol⁻¹. As for the HOMO energy: -10.37 eV.

```
! wB97M-V def2-TZVPD RIJCOSX def2/J DEFGRID3
* xyz 0 1
C 0.77 1.67 -0.66
H -0.66 -3.63 0.95
C -0.19 2.19 0.10
H -0.64 -0.97 0.13
H 0.73 2.05 -1.67
H -0.30 1.92 1.14
C -0.19 -1.96 0.19
H -0.91 2.87 -0.35
H 1.52 0.92 -0.50
O 0.77 -2.36 -0.40
O -0.91 -2.70 1.07
*
```

---

We find b to be the most stable, with the next structure 0.1242 hartree higher.

---

## a
C3H6O2 | ωB97M-V/def2-TZVPD

The orbital gap is 9.20 eV. As for the LUMO energy: 0.347 eV. The structure (SMILES) is C=CO.C=O. The calculation puts the molar mass at 74.1 g mol⁻¹. As for the HOMO energy: -8.85 eV.

```
! wB97M-V def2-TZVPD RIJCOSX def2/J DEFGRID3
* xyz 0 1
C 0.29 -0.69 2.72
C 0.21 -0.66 1.41
C 0.15 0.69 -2.59
O -0.75 0.03 -2.15
H 0.73 -1.49 3.30
O 0.06 0.52 0.73
H 0.03 0.22 3.25
H 0.09 1.79 -2.57
H 1.00 0.17 -3.05
H -0.43 0.38 -0.10
H 0.10 -1.54 0.77
*
```

---

## b
C3H6O2 | ωB97M-V/def2-TZVPD

The orbital gap is 10.19 eV. As for the LUMO energy: -0.214 eV. The structure (SMILES) is C=CC=O.O. The calculation puts the molar mass at 74.1 g mol⁻¹. As for the HOMO energy: -10.40 eV.

```
! wB97M-V def2-TZVPD RIJCOSX def2/J DEFGRID3
* xyz 0 1
O -1.32 -1.09 -0.50
H 0.26 0.80 1.70
H -0.91 0.62 -1.85
H 2.30 -0.34 0.85
C -1.14 -0.41 0.49
O -0.47 1.46 -1.72
H 1.22 -1.43 -0.20
C 0.21 0.00 0.97
H 0.42 1.20 -1.43
C 1.31 -0.62 0.52
H -1.99 -0.07 1.11
*
```

---

We find b to be the most stable, with the next structure 0.0327 hartree higher.

---

## a
C3H6O2 | ωB97M-V/def2-TZVPD

The orbital gap is 10.94 eV. As for the LUMO energy: 0.691 eV. The structure (SMILES) is O=CO.C=C. The calculation puts the molar mass at 74.1 g mol⁻¹. As for the HOMO energy: -10.25 eV.

```
! wB97M-V def2-TZVPD RIJCOSX def2/J DEFGRID3
* xyz 0 1
H 1.29 -0.67 0.74
H 0.15 1.98 -0.14
C -0.39 -1.27 1.96
H 0.16 -1.33 -0.17
H -1.42 -1.69 1.80
C -0.10 1.34 -2.04
H 0.96 1.38 -2.54
O -0.99 0.53 -2.23
H 0.14 -1.38 2.83
O -0.12 2.25 -1.06
C 0.33 -1.16 0.85
*
```

---

## b
C3H6O2 | ωB97M-V/def2-TZVPD

The orbital gap is 10.61 eV. As for the LUMO energy: 0.879 eV. The structure (SMILES) is OC[C@H]1CO1. The calculation puts the molar mass at 74.1 g mol⁻¹. As for the HOMO energy: -9.73 eV.

```
! wB97M-V def2-TZVPD RIJCOSX def2/J DEFGRID3
* xyz 0 1
H 2.04 -1.01 0.58
O 1.21 0.03 -1.00
C 1.10 -0.81 0.09
C 0.46 0.45 0.41
H -1.52 -1.16 -0.12
H -1.41 1.64 0.28
H 0.45 -1.67 -0.01
H -0.45 0.80 -1.01
H 0.99 1.30 0.82
C -0.95 0.71 -0.05
O -1.93 -0.30 0.01
*
```

---

We find a to be the most stable, with the next structure 0.0268 hartree higher.

---

## a
C3H6O2 | ωB97M-V/def2-TZVPD

The orbital gap is 9.89 eV. As for the LUMO energy: 0.767 eV. The structure (SMILES) is C=C(O)CO. The calculation puts the molar mass at 74.1 g mol⁻¹. As for the HOMO energy: -9.13 eV.

```
! wB97M-V def2-TZVPD RIJCOSX def2/J DEFGRID3
* xyz 0 1
O -1.79 0.95 0.58
O -0.64 -1.34 -0.32
H 0.02 1.74 0.52
C 1.48 -0.47 0.05
H 0.00 -2.07 -0.41
H -0.66 1.39 -1.05
H 2.01 -1.39 0.22
H 2.13 0.36 0.14
C -0.54 1.01 -0.04
H -2.19 0.10 0.41
C 0.18 -0.29 -0.08
*
```

---

## b
C3H6O2 | ωB97M-V/def2-TZVPD

The orbital gap is 9.98 eV. As for the LUMO energy: 0.836 eV. The structure (SMILES) is O[C@@H]1C[C@@H]1O. The calculation puts the molar mass at 74.1 g mol⁻¹. As for the HOMO energy: -9.15 eV.

```
! wB97M-V def2-TZVPD RIJCOSX def2/J DEFGRID3
* xyz 0 1
H -0.85 0.06 1.45
C -0.02 0.53 0.93
C 0.86 -0.43 0.12
H 0.42 1.41 -1.08
H 1.87 -0.19 0.40
H -1.89 0.32 -0.92
H -0.26 -1.79 -0.55
C -0.01 0.55 -0.57
O 0.55 -1.77 -0.01
H 0.40 1.40 1.46
O -1.07 -0.07 -1.24
*
```

---

We find a to be the most stable, with the next structure 0.0168 hartree higher.